Run 1
A 10-piece molecular cluster, C60H150N10 overall. Source: the OMol25 dataset; level of theory: ωB97M-V with the def2-TZVPD basis set.

## Properties
Orbital gap, hartree: 0.31356
Structure (SMILES): CCN(CC)CC.CCN(CC)CC.CCN(CC)CC.CCN(CC)CC.CCN(CC)CC.CCN(CC)CC.CCN(CC)CC.CCN(CC)CC.CCN(CC)CC.CCN(CC)CC
LUMO level, eV: 0.60

Structure (XYZ):
```
220
C60H150N10, DFT ωB97M-V with the def2-TZVPD basis set
C -7.641 0.953 -7.623
H 0.664 -9.014 -4.193
C -0.428 8.414 -1.121
H -0.471 -1.159 4.945
C -2.386 -1.423 4.345
C 4.674 -3.417 5.379
H -3.107 0.765 7.418
H 5.326 -4.102 5.922
H 6.403 -0.522 2.464
H -0.076 -6.026 3.288
H 0.072 -4.426 3.919
H -2.377 -0.350 -0.504
H -0.523 -2.550 8.403
C 8.370 3.099 -2.711
H -0.581 2.944 1.477
H -7.612 -0.412 -9.113
C -0.779 -7.735 -3.500
H 2.036 6.879 5.457
H 0.836 0.886 -1.544
H -2.650 -1.311 -2.399
H -6.702 0.884 -9.704
H -4.314 9.015 -0.584
H -0.420 -3.260 -0.106
C -5.013 2.737 -5.535
H -1.690 -4.374 -1.902
C -0.604 -2.043 7.442
H -1.469 -5.159 4.024
C -0.441 2.308 0.603
C 0.063 -8.727 -0.847
H -3.095 8.951 -1.743
H 2.055 -8.831 0.451
C 11.087 4.146 -0.116
C 7.503 1.795 1.446
H 0.639 8.465 -0.906
H 8.113 2.280 -3.383
H 2.979 0.125 -0.744
H 5.697 -1.566 1.170
H -8.689 3.301 -9.025
H -1.059 -1.046 -3.108
C -0.642 0.737 0.845
C 5.882 -1.452 2.238
H -1.212 2.657 -0.084
H 0.185 -11.725 -2.342
C -3.304 7.710 1.370
C 2.452 5.164 2.509
H -6.404 4.155 -7.337
C 0.922 0.028 -0.877
H 9.378 1.849 -1.296
H -1.288 -2.161 -1.748
H -2.087 -5.614 -4.994
C 3.248 5.274 5.498
H -7.321 -3.071 -6.963
H -1.309 -7.634 -4.448
H -8.231 -3.234 -5.553
C -3.891 -1.807 -5.071
H -0.394 -2.803 6.690
N -4.930 -3.917 -5.855
H 4.317 -3.905 4.472
H -3.376 -2.785 -6.820
C 8.664 2.558 1.041
C -0.438 5.857 4.918
H -0.937 9.165 -1.725
H -2.821 -1.802 7.270
C 5.454 -2.097 5.297
C 8.526 2.529 -1.295
H 9.520 1.891 1.146
H -1.667 -7.757 -2.869
H -6.357 3.155 -8.733
H -6.638 -4.796 -5.336
C -6.944 3.351 -7.836
H -3.487 5.500 1.281
H 6.431 -2.347 4.884
H 0.137 0.681 1.605
H 0.930 4.759 1.039
C -6.203 -3.811 -5.166
C -1.876 -1.259 7.307
H 3.682 -0.821 6.215
C 1.769 5.452 1.104
H -3.832 -4.290 -4.200
H 2.515 5.113 0.386
N -1.686 -0.158 6.389
H -2.194 -4.570 -6.405
H -7.699 0.184 -6.852
C 3.608 0.922 5.203
H -1.305 5.356 5.349
H -3.835 0.320 6.048
H 3.922 -3.271 6.155
H -0.998 8.830 0.984
H -5.648 0.765 -6.110
H 3.252 7.083 4.196
H 0.237 -1.353 7.375
C -3.229 9.069 -0.668
H 9.319 3.597 -2.910
H 3.853 4.499 5.027
C 0.059 -9.046 -3.288
C -1.531 -0.085 -1.137
C -2.969 10.592 -0.306
H -5.047 3.801 -5.770
H -5.651 2.763 -4.651
H 2.448 -6.340 0.524
H 7.420 1.398 2.457
H -1.144 -3.556 2.142
H -4.980 1.687 -7.437
H 0.573 2.565 0.298
H -3.310 10.854 0.696
H 0.031 6.482 5.678
H 1.802 -12.531 -2.017
C -5.616 1.759 -6.555
C 1.399 -4.605 1.339
H 2.755 -4.863 -0.240
C -0.290 -4.325 -0.299
C 2.559 -5.279 0.748
H 2.385 0.796 0.656
C 3.561 -0.686 5.140
H -0.925 6.489 4.174
H -4.341 8.034 1.283
H -3.173 -2.183 -4.342
C -0.986 -4.623 1.979
C -2.482 2.112 5.845
C -2.738 -5.305 -5.812
C -4.283 -2.688 -6.223
N 1.688 5.814 3.590
N -2.650 7.924 0.031
H 4.514 1.262 5.706
C 9.632 4.560 -0.199
C -0.605 -5.076 3.365
C -8.307 3.928 -8.219
H -0.517 7.505 -1.717
C 4.610 -1.363 3.099
H 6.615 2.428 1.430
H 1.030 -0.866 -1.492
H 4.139 -2.343 3.026
H -8.588 1.174 -8.114
H -2.085 5.933 1.994
H 0.873 -7.743 0.952
C -1.198 8.165 0.144
H 2.796 1.294 5.828
H 2.293 -0.943 0.508
C -3.112 6.292 1.929
H 8.693 3.204 1.918
H 0.862 4.208 4.826
H -3.977 2.456 -5.346
C 2.158 -0.011 -0.041
H -5.912 -3.762 -4.117
H -2.821 -6.246 -6.356
H -8.394 4.964 -8.547
C -4.051 -4.881 -5.090
H 0.915 -11.752 -0.721
H -4.654 -1.426 -4.392
C -1.636 -4.786 -0.895
N 0.844 -9.065 -2.086
H -1.674 -5.874 -0.840
H 3.407 5.686 2.449
H 2.741 -10.122 -1.737
H -8.911 3.927 -7.312
H 5.806 -1.810 6.288
H -1.934 -0.559 8.140
H -5.990 -0.311 -8.577
H 2.479 4.089 2.689
H -2.782 8.252 2.159
H 1.599 -4.746 2.401
H -1.937 -5.091 1.728
H -2.455 -2.411 4.802
C -1.590 -1.202 -2.169
H 7.635 3.904 -2.708
C 0.577 4.985 4.117
N -0.391 -0.176 -0.229
H 0.585 -9.596 0.968
H -3.304 2.719 6.225
H -1.630 0.584 1.281
N -6.996 2.115 -7.005
H -0.765 7.300 0.646
H -1.553 2.455 6.301
H -4.571 -5.766 -4.723
N 4.786 -1.072 4.512
H 9.427 5.224 -1.039
H 1.451 6.492 1.037
H 0.420 -4.482 -1.112
H -0.382 -7.733 -0.893
N 8.597 3.437 -0.144
H 6.512 -2.306 2.486
C -1.355 -0.522 4.985
H -0.077 4.522 3.377
H 2.530 4.800 6.168
H -1.034 0.353 4.420
H 7.260 1.039 0.699
C 1.124 -11.708 -1.790
C 1.721 -10.255 -2.099
C 0.971 -8.711 0.461
N 0.035 -5.040 0.953
H -1.933 -1.613 3.372
C -2.859 0.693 6.359
H -3.436 -0.936 -5.543
H 2.610 -1.107 4.814
H 11.692 5.026 -0.337
C 2.579 6.365 4.664
H 9.464 5.256 0.623
H 3.844 -0.644 2.808
H -2.549 2.193 4.761
C -7.249 -2.901 -5.889
H -0.767 -9.383 -0.585
H -3.417 -1.142 4.132
H -7.028 -1.836 -5.818
H -2.423 -4.235 -0.380
H -1.952 10.968 -0.412
H 3.798 1.464 4.276
C -6.861 0.310 -8.792
H -5.059 -2.231 -6.837
H 11.427 3.336 -0.761
H -1.611 0.897 -1.603
H -0.661 -9.843 -3.472
H 2.127 -10.432 -3.095
H 3.420 -5.256 1.416
H 1.497 -3.524 1.238
H -0.290 -6.766 -3.393
H 11.367 3.825 0.888
H 7.777 1.755 -1.130
H 3.994 5.887 6.002
H -3.467 6.059 2.933
H -3.457 11.098 -1.139
```

Atomic partial charges in e from the Mulliken method, atoms 1 to 5: C -0.597; H 0.377; C -1.373; H -0.245; C -0.790

Run 2
A 10-piece molecular cluster, C60H150N10 overall. Source: the OMol25 dataset; level of theory: ωB97M-V with the def2-TZVPD basis set.

## Properties
Orbital gap, hartree: 0.32965
Structure (SMILES): CCN(CC)CC.CCN(CC)CC.CCN(CC)CC.CCN(CC)CC.CCN(CC)CC.CCN(CC)CC.CCN(CC)CC.CCN(CC)CC.CCN(CC)CC.CCN(CC)CC
LUMO level, eV: 0.72

Structure (XYZ):
```
220
C60H150N10, DFT ωB97M-V with the def2-TZVPD basis set
H 12.474 21.521 18.216
H 19.450 15.114 19.363
H 13.346 11.421 19.301
H 16.163 14.477 10.219
C 17.632 11.619 17.576
C 9.322 19.328 11.958
H 14.505 16.770 21.860
H 14.003 17.681 9.927
H 7.891 20.065 10.436
H 9.301 11.481 18.609
H 16.190 18.744 17.816
H 18.570 21.580 14.966
C 16.008 17.097 9.399
H 14.594 16.940 17.530
H 17.719 16.343 12.344
H 17.405 11.888 13.816
C 18.252 14.240 10.606
H 11.678 10.776 8.986
H 12.777 18.292 21.686
H 12.249 18.940 16.330
C 11.744 10.119 11.875
C 16.637 18.466 19.948
N 12.543 23.371 17.280
C 14.438 20.271 14.582
H 13.975 16.324 8.856
H 13.119 13.138 19.953
H 8.015 19.314 15.385
H 17.650 18.670 14.683
H 15.173 20.046 20.830
H 19.305 12.974 18.281
H 13.664 21.587 16.869
H 12.397 12.243 8.505
N 11.191 11.273 17.830
C 20.337 15.252 18.760
H 12.796 19.428 20.331
C 12.560 18.112 16.970
C 16.314 17.887 12.341
C 9.857 18.899 14.298
H 16.908 16.030 17.301
H 16.105 15.559 19.586
H 21.411 19.478 20.052
H 9.845 9.074 17.650
C 8.188 19.135 10.911
H 12.636 26.105 16.807
C 12.739 16.803 16.095
H 21.332 13.646 19.817
N 11.890 11.575 11.917
H 15.604 22.092 12.445
C 16.760 16.568 11.762
H 7.502 16.396 13.784
H 8.362 18.432 10.137
H 21.032 16.492 15.545
C 16.789 19.185 18.608
C 16.584 22.001 12.935
C 18.272 19.487 15.051
C 14.541 16.770 9.697
C 21.494 14.687 19.574
C 16.798 8.829 16.913
H 18.629 16.797 17.656
C 16.984 23.372 13.499
H 16.898 18.731 11.990
H 12.597 9.600 13.891
H 8.919 16.945 11.818
C 9.333 17.040 12.834
H 13.588 12.820 18.216
H 10.791 12.500 19.520
H 11.584 10.481 15.953
H 21.433 19.400 18.356
H 14.326 24.264 16.533
H 16.675 17.126 16.043
C 17.067 15.026 9.963
C 14.310 22.615 18.748
H 16.977 13.261 15.810
H 15.126 15.431 14.123
C 8.938 19.810 15.139
H 16.907 11.600 18.362
H 15.567 22.040 15.229
H 9.323 20.336 12.337
H 14.565 19.174 14.562
C 10.402 13.663 11.811
C 11.887 11.841 9.345
C 16.398 12.368 15.587
C 10.550 12.130 12.097
C 21.523 18.781 19.272
H 13.392 18.364 17.656
H 12.787 13.036 10.872
C 15.374 16.867 21.199
H 17.253 17.522 19.987
H 9.343 13.956 11.949
N 14.060 16.584 15.575
H 8.695 15.086 13.679
H 14.317 15.740 19.678
H 16.182 18.105 9.538
C 13.158 15.833 13.468
H 22.555 18.494 19.292
C 18.171 20.772 14.302
H 10.392 16.715 12.690
C 20.590 17.608 19.386
C 13.282 24.186 16.270
H 12.365 16.011 16.757
H 15.979 12.795 13.443
H 10.861 9.811 11.394
H 13.894 23.058 19.638
H 17.949 13.838 17.797
H 15.383 12.542 15.912
H 19.049 12.897 16.556
H 16.089 8.005 16.948
C 14.824 16.230 16.754
H 18.015 13.538 11.436
H 16.399 23.658 14.363
H 11.746 25.406 15.379
N 17.003 16.453 10.310
C 14.113 15.502 14.568
C 9.199 9.848 17.188
H 18.837 13.712 9.882
N 20.619 16.585 18.271
H 15.126 19.071 22.238
C 10.299 22.949 18.119
H 10.979 14.242 12.543
C 11.724 9.454 13.273
H 10.927 12.354 9.351
C 8.588 16.169 13.878
H 10.775 19.506 14.027
H 20.823 17.055 20.308
H 19.288 19.057 15.082
H 17.223 21.782 12.064
C 16.282 16.189 16.412
H 18.744 20.869 13.411
H 9.344 11.963 16.980
H 21.815 15.240 20.498
H 13.580 20.584 15.255
H 16.249 16.851 21.953
C 11.209 23.121 16.829
C 19.665 16.926 17.246
H 18.915 14.977 11.083
H 10.145 11.876 13.079
H 10.937 12.953 15.498
H 13.298 23.636 15.274
N 15.312 18.075 20.373
H 11.181 22.270 16.123
H 15.829 11.117 14.014
H 16.168 15.742 12.031
C 16.387 12.066 14.128
H 17.944 19.580 16.108
H 19.741 18.037 17.036
H 8.192 9.627 17.652
H 16.073 20.539 15.882
H 17.253 14.941 8.883
C 15.702 20.959 14.977
C 15.249 15.631 20.284
H 17.218 19.026 20.756
H 19.724 15.274 15.755
C 9.766 11.182 17.672
H 7.292 18.870 11.469
H 14.942 21.729 18.950
C 13.213 22.183 17.726
C 16.087 10.127 16.477
N 9.143 18.435 13.117
H 16.486 15.396 15.660
H 14.923 23.375 18.280
H 13.898 14.472 14.943
H 14.248 20.503 13.580
H 11.657 17.862 17.620
H 13.426 15.206 12.597
H 9.369 20.283 15.985
N 16.998 11.257 16.262
H 18.041 23.416 13.669
H 14.506 16.126 10.502
H 17.287 8.919 17.884
H 8.851 16.243 14.919
H 16.166 16.914 8.316
H 10.761 23.905 16.252
H 8.565 20.683 14.528
H 9.793 11.678 11.382
C 11.931 12.577 15.730
H 17.771 19.462 18.242
H 10.736 22.225 18.761
C 19.992 16.322 15.881
H 10.302 19.064 11.438
H 22.392 14.584 18.930
H 12.359 13.424 16.233
H 10.332 23.840 18.768
C 18.498 12.894 17.557
C 14.701 19.148 21.235
C 13.203 19.217 21.267
H 15.053 14.722 20.918
H 19.537 17.978 19.487
C 11.979 11.302 16.570
H 12.116 15.528 13.545
H 11.224 13.379 18.231
H 9.309 9.717 16.099
H 16.848 24.193 12.744
C 12.592 12.054 10.692
H 11.971 16.988 15.325
H 13.551 11.516 10.633
H 9.280 22.686 17.914
H 17.571 8.537 16.189
H 16.172 20.174 18.696
H 13.152 16.881 13.204
H 16.377 17.932 13.468
H 20.299 14.644 17.844
H 15.271 10.368 17.271
H 18.293 10.796 17.769
H 12.469 12.425 14.823
H 19.446 16.825 15.099
H 10.218 18.074 14.996
C 12.745 25.510 15.888
C 11.495 12.394 18.703
H 13.424 25.957 15.228
H 11.481 8.383 13.227
H 10.850 9.812 13.876
N 16.701 20.880 13.866
C 12.988 12.424 19.103
H 12.617 9.789 11.290
H 13.019 11.013 16.709
H 14.580 15.217 17.017
H 15.584 9.870 15.576
H 15.249 18.191 12.005
H 10.723 14.011 10.841
H 12.918 20.039 21.920
```

Atomic partial charges in e from the Mulliken method, atoms 1 to 5: H 0.303; H 0.081; H 0.330; H 0.077; C -0.630

From most stable to least stable, the computed energies give run 2, run 1.

Run 1
One molecule with the formula C6H9NO2. Source: the OMol25 dataset; level of theory: ωB97M-V with the def2-TZVPD basis set.

## Properties
Orbital gap, hartree: 0.35259
Structure (SMILES): CN1CC=C(C(=O)O)C1
LUMO level, eV: 0.63

Structure (XYZ):
```
18
C6H9NO2, DFT ωB97M-V with the def2-TZVPD basis set
C 1.557 -0.922 1.842
O 0.930 -1.032 3.062
N -0.313 0.795 -0.651
H -0.303 1.009 1.423
H -0.580 -0.820 -1.968
H -2.264 0.708 -1.569
C 0.732 -0.670 0.694
C -1.490 1.521 -1.246
C 0.166 -0.250 -1.500
H -0.018 -1.105 2.906
C 1.065 -1.039 -0.566
H 0.825 0.255 -2.217
H -1.215 2.041 -2.172
H 1.942 -1.574 -0.834
C -0.445 0.237 0.661
O 2.760 -0.943 1.737
H -1.970 2.164 -0.478
H -1.379 -0.374 0.874
```

Atomic partial charges in e from the Mulliken method, atoms 1 to 5: C 0.401; O -0.497; N -0.069; H 0.391; H 0.376

Run 2
A 2-piece molecular cluster, C6H9NO2 overall. Source: the OMol25 dataset; level of theory: ωB97M-V with the def2-TZVPD basis set.

## Properties
Orbital gap (spin up / spin down), hartree: 0.29975 / 0.29611
LUMO level (spin up / spin down), eV: -0.38 / -0.75

Structure (XYZ):
```
18
C6H9NO2, DFT ωB97M-V with the def2-TZVPD basis set
N -1.175 2.577 0.468
H -1.080 0.622 -2.312
H 1.843 1.157 1.774
C -2.046 -0.991 0.126
O 1.179 -1.351 -0.080
C -0.056 0.565 -0.489
C 1.234 0.243 1.736
H -2.967 -0.364 0.232
H 2.074 0.488 -0.240
C -0.163 0.152 -1.952
H 0.253 0.404 2.215
C -0.649 1.683 0.003
H 1.695 -0.599 2.231
C 1.113 -0.042 0.272
H -0.434 -0.897 -1.830
H 0.414 -1.721 0.418
H 0.741 0.228 -2.621
O -1.977 -2.153 0.050
```

Atomic partial charges in e from the Mulliken method, atoms 1 to 5: N -0.504; H 0.399; H 0.371; C 0.028; O -0.529

From most stable to least stable, the computed energies give run 1, run 2.

Run 1
One molecule with the formula CH4ClO2P. Source: the OMol25 dataset; level of theory: ωB97M-V with the def2-TZVPD basis set.

## Properties
Orbital gap (spin up / spin down), hartree: 0.29577 / 0.26337
LUMO level (spin up / spin down), eV: -0.73 / -0.81

Structure (XYZ):
```
9
CH4ClO2P, DFT ωB97M-V with the def2-TZVPD basis set
C -1.872 0.599 -0.935
O 1.806 -0.309 -0.318
P 0.739 -0.127 0.953
H 2.757 0.000 -0.446
H -2.557 -0.015 -0.385
Cl -0.680 1.346 -0.049
H -1.622 0.164 -1.864
H 1.431 -0.268 2.185
O -0.002 -1.389 0.860
```

Atomic partial charges in e from the Mulliken method, atoms 1 to 5: C -0.500; O -0.538; P 0.568; H 0.338; H 0.285

Run 2
A 2-piece molecular cluster, CH4ClO2P overall. Source: the OMol25 dataset; level of theory: ωB97M-V with the def2-TZVPD basis set.

## Properties
Orbital gap, hartree: 0.36822
Structure (SMILES): OPCl.C=O
LUMO level, eV: 0.49

Structure (XYZ):
```
9
CH4ClO2P, DFT ωB97M-V with the def2-TZVPD basis set
H 4.856 -0.218 -0.896
Cl 1.806 -1.177 0.260
H -0.357 -1.397 -0.605
P 2.670 0.441 -0.470
O -2.018 -0.385 0.097
H 2.555 1.182 0.762
C -1.174 -0.648 -0.726
O 4.244 0.130 -0.263
H -0.942 -0.070 -1.653
```

Atomic partial charges in e from the Mulliken method, atoms 1 to 5: H 0.342; Cl -0.201; H 0.101; P 0.261; O -0.408

From most stable to least stable, the computed energies give run 2, run 1.